[1]
This record from OMol25 describes a 2-piece molecular cluster, C4N4O overall at a distorted geometry. The level of theory is the ωB97M-V functional and the def2-TZVPD basis.

E_HOMO (spin up / spin down) (Ha): -0.40803 / -0.40049
Lowest unoccupied orbital energy (spin up / spin down) (eV): -1.47 / -4.94
<S²>: 2.030

```
! RIJCOSX wB97M-V def2-TZVPD def2/J DEFGRID3
* xyz 0 3
C -1.76 -0.13 0.63
C -0.11 -1.40 -0.64
C 2.95 0.70 0.10
C -0.65 -0.14 -0.26
N -2.82 -0.12 1.15
N 0.24 -2.40 -1.07
N 2.28 0.40 0.99
N 0.00 0.94 -0.46
O -0.13 2.16 -0.44
*
```

---

[2]
This record from OMol25 describes C50H100F30N12O27S10 as an isolated structure at a distorted geometry. The level of theory is the ωB97M-V functional and the def2-TZVPD basis.

E_HOMO (Ha): -0.49280
Lowest unoccupied orbital energy (eV): -7.06

```
! RIJCOSX wB97M-V def2-TZVPD def2/J DEFGRID3
* xyz 2 1
C 24.45 19.66 17.50
C 23.67 18.63 16.74
C 22.49 19.35 16.06
C 22.81 20.10 14.77
C 23.37 19.12 13.75
C 24.74 18.50 14.16
N 24.49 18.06 15.67
O 25.30 17.13 16.05
C 25.93 19.41 14.08
C 25.09 17.19 13.46
C 23.25 17.43 17.64
H 25.45 19.28 17.87
H 23.86 20.09 18.28
H 24.65 20.49 16.78
H 22.04 20.16 16.70
H 21.66 18.62 15.88
H 23.58 20.84 15.00
H 21.95 20.62 14.36
H 23.55 19.74 12.87
H 22.68 18.34 13.46
H 26.89 18.96 14.40
H 25.69 20.43 14.53
H 25.93 19.66 13.03
H 24.40 16.34 13.49
H 26.02 16.73 13.94
H 25.36 17.37 12.44
H 22.82 16.60 17.13
H 22.52 17.72 18.36
H 24.05 17.04 18.33
C 16.60 24.16 19.74
C 15.88 23.20 20.65
C 14.44 23.70 20.95
C 13.34 22.68 21.11
C 13.40 21.52 20.03
C 14.69 20.78 19.96
N 15.83 21.84 19.87
O 16.84 21.53 19.29
C 14.83 20.00 18.69
C 14.91 19.91 21.26
C 16.71 22.87 21.91
H 16.60 25.20 20.12
H 16.23 24.09 18.76
H 17.70 23.87 19.68
H 14.30 24.37 20.12
H 14.41 24.33 21.82
H 12.39 23.17 20.95
H 13.37 22.25 22.11
H 13.22 22.01 19.11
H 12.54 20.85 20.13
H 15.87 19.74 18.57
H 14.70 20.65 17.77
H 14.19 19.13 18.52
H 14.98 20.43 22.24
H 15.90 19.43 21.21
H 14.10 19.19 21.10
H 16.15 22.21 22.60
H 17.00 23.75 22.41
H 17.64 22.27 21.68
C 16.02 17.44 16.68
N 16.49 17.84 15.40
C 16.07 19.20 15.03
C 17.99 17.74 15.36
C 15.94 16.90 14.34
C 15.76 15.46 14.69
O 17.00 14.88 15.11
H 14.93 17.54 16.78
H 16.46 18.00 17.51
H 16.35 16.44 16.88
H 16.28 19.94 15.79
H 15.03 19.22 14.87
H 16.54 19.41 14.09
H 18.36 18.45 16.11
H 18.42 17.98 14.37
H 18.20 16.73 15.76
H 16.69 16.95 13.55
H 15.01 17.21 13.85
H 15.38 15.03 13.71
H 15.05 15.27 15.49
H 17.29 14.54 14.24
C 12.18 12.95 16.73
N 12.28 11.64 16.04
C 12.30 11.83 14.57
C 13.51 10.88 16.45
C 11.08 10.76 16.36
C 10.60 10.81 17.80
O 11.56 10.39 18.72
H 11.14 13.30 16.71
H 12.80 13.69 16.27
H 12.42 12.78 17.73
H 11.42 12.42 14.31
H 12.26 10.88 14.09
H 13.17 12.39 14.38
H 14.34 11.50 16.10
H 13.49 9.82 16.14
H 13.68 10.85 17.56
H 11.41 9.75 16.09
H 10.27 11.01 15.65
H 9.62 10.28 17.79
H 10.34 11.82 18.04
H 11.71 9.43 18.83
C 16.20 22.68 10.85
C 17.57 23.23 11.31
C 18.51 23.66 10.10
O 19.62 24.28 10.68
C 20.60 24.50 9.68
N 17.44 24.46 12.23
H 17.15 24.19 13.20
H 18.36 24.87 12.21
H 16.74 25.12 11.91
H 15.65 23.60 10.58
H 15.72 22.08 11.61
H 16.40 22.09 9.99
H 18.17 22.55 11.89
H 17.99 24.36 9.44
H 18.62 22.69 9.54
H 21.50 25.01 10.10
H 20.28 25.07 8.82
H 20.85 23.49 9.30
C 19.29 14.79 7.74
C 19.46 14.24 9.16
C 20.88 14.38 9.73
O 21.12 15.80 9.69
C 22.51 16.16 9.69
N 18.51 15.06 10.06
H 18.99 15.91 10.33
H 17.66 15.39 9.54
H 18.18 14.54 10.88
H 19.64 13.99 7.10
H 19.74 15.77 7.52
H 18.20 14.83 7.62
H 19.13 13.21 9.29
H 21.70 13.96 9.12
H 20.98 14.00 10.74
H 23.06 16.00 10.64
H 22.44 17.28 9.58
H 23.07 15.81 8.80
C 15.70 14.13 19.16
C 15.09 13.81 20.50
C 15.57 12.54 21.10
O 16.91 12.72 21.19
C 17.63 11.63 21.79
N 15.51 15.00 21.39
H 15.61 14.81 22.38
H 16.48 15.40 21.12
H 14.75 15.75 21.31
H 16.79 14.05 19.16
H 15.47 15.16 18.81
H 15.28 13.48 18.32
H 14.02 13.90 20.56
H 15.16 11.71 20.44
H 15.13 12.47 22.08
H 18.66 11.93 22.07
H 17.69 10.72 21.18
H 17.07 11.40 22.72
C 19.20 23.88 15.50
F 18.66 24.81 16.25
F 19.47 24.37 14.24
F 20.25 23.38 16.08
S 18.04 22.42 15.28
O 18.69 21.64 14.29
O 17.95 22.01 16.65
N 16.64 23.10 14.61
S 15.42 23.44 15.42
O 15.01 22.55 16.44
O 15.34 24.87 15.69
C 14.25 23.21 14.14
F 14.26 21.94 13.69
F 12.98 23.45 14.57
F 14.55 24.07 13.12
C 20.40 20.66 20.22
F 19.84 21.02 19.05
F 21.48 19.99 20.09
F 20.66 21.82 20.82
S 19.32 19.59 21.38
O 19.99 19.67 22.59
O 18.03 20.35 21.18
N 19.36 18.12 20.89
S 18.27 17.56 20.00
O 17.27 16.87 20.76
O 17.79 18.45 18.97
C 19.20 16.16 19.16
F 20.41 16.45 18.66
F 19.31 15.10 19.92
F 18.33 15.86 18.07
C 15.19 17.24 10.06
F 13.87 17.18 9.95
F 15.57 16.15 10.86
F 15.81 17.08 8.91
S 15.62 18.90 10.86
O 15.14 19.84 9.89
O 14.96 18.91 12.17
N 17.14 18.84 11.31
S 18.37 18.96 10.34
O 18.58 17.76 9.59
O 18.43 20.23 9.65
C 19.70 19.00 11.55
F 19.85 17.88 12.25
F 20.75 19.00 10.64
F 19.82 19.98 12.35
C 17.50 11.32 13.42
F 16.77 12.08 14.31
F 17.86 10.16 13.92
F 16.77 11.16 12.31
S 18.80 12.54 12.91
O 19.27 11.99 11.66
O 18.03 13.78 12.67
N 19.80 12.70 14.09
S 21.27 13.37 14.16
O 21.85 12.98 15.39
O 21.89 13.38 12.87
C 20.97 15.15 14.52
F 20.18 15.67 13.67
F 20.57 15.40 15.78
F 22.18 15.76 14.42
C 10.78 17.04 20.12
F 10.96 18.33 19.94
F 10.78 16.66 21.38
F 9.59 16.64 19.62
S 12.30 16.27 19.34
O 13.37 16.80 20.18
O 12.09 14.86 19.46
N 12.61 16.85 17.91
S 11.74 16.48 16.61
O 12.61 16.00 15.64
O 10.54 15.79 16.81
C 11.46 18.13 16.00
F 10.55 18.00 15.09
F 11.09 19.10 16.91
F 12.64 18.55 15.57
*
```

---

[3]
This record from OMol25 describes a 13-piece molecular cluster, C50H100O24S10 overall at a distorted geometry. The level of theory is the ωB97M-V functional and the def2-TZVPD basis.

E_HOMO (Ha): -0.34775
Lowest unoccupied orbital energy (eV): 0.20

```
! RIJCOSX wB97M-V def2-TZVPD def2/J DEFGRID3
* xyz 0 1
C 2.59 -0.80 -3.61
C 2.16 -2.24 -3.67
O 3.01 -3.09 -3.75
C 0.66 -2.56 -3.77
H 3.66 -0.71 -3.80
H 2.29 -0.39 -2.64
H 2.01 -0.20 -4.32
H 0.40 -3.55 -3.46
H 0.37 -2.38 -4.81
H 0.07 -1.91 -3.08
C 3.40 3.28 -1.89
C 4.40 2.22 -2.28
O 4.73 1.96 -3.40
C 4.96 1.49 -1.11
H 2.76 3.49 -2.73
H 4.07 4.15 -1.64
H 2.86 2.99 -0.99
H 5.08 2.18 -0.22
H 5.86 0.93 -1.29
H 4.29 0.69 -0.85
C 4.58 -3.25 3.59
C 5.84 -2.33 3.33
C 5.21 -1.16 2.66
S 3.78 -0.68 3.71
O 2.67 -0.55 2.78
O 4.09 0.31 4.71
C 3.59 -2.38 4.44
H 4.79 -4.22 4.15
H 3.98 -3.43 2.72
H 6.59 -2.87 2.79
H 6.27 -2.06 4.30
H 4.76 -1.39 1.71
H 5.82 -0.30 2.47
H 2.53 -2.64 4.26
H 3.86 -2.34 5.50
C 2.84 -5.40 0.63
C 2.39 -5.70 -0.76
C 2.26 -7.14 -0.77
S 1.04 -7.40 0.59
O 1.21 -8.60 1.34
O -0.28 -7.04 0.16
C 1.75 -6.01 1.55
H 3.01 -4.40 0.91
H 3.81 -5.87 0.73
H 3.16 -5.42 -1.55
H 1.41 -5.28 -1.03
H 3.18 -7.62 -0.50
H 1.76 -7.55 -1.62
H 2.22 -6.52 2.41
H 0.90 -5.36 1.91
C -1.73 2.86 -5.95
C -2.60 3.98 -5.31
C -3.04 3.50 -4.01
S -3.47 1.77 -4.27
O -4.90 1.53 -4.44
O -2.93 0.95 -3.24
C -2.57 1.59 -5.84
H -0.79 2.81 -5.44
H -1.48 3.00 -7.02
H -3.42 4.21 -5.95
H -1.97 4.89 -5.14
H -3.94 3.87 -3.57
H -2.23 3.52 -3.26
H -3.38 1.46 -6.59
H -1.91 0.76 -5.80
C 0.11 2.15 4.72
C 1.20 2.13 5.76
C 2.34 3.24 5.40
S 2.01 3.67 3.65
O 3.24 3.47 2.87
O 1.34 4.97 3.64
C 0.72 2.47 3.35
H -0.54 3.01 4.93
H -0.55 1.29 4.57
H 1.63 1.17 5.78
H 0.90 2.47 6.77
H 3.32 2.78 5.60
H 2.09 4.12 5.98
H 1.25 1.62 2.92
H -0.03 2.87 2.68
C -4.71 4.90 2.27
C -5.52 3.75 1.53
C -4.47 3.05 0.66
S -3.10 2.84 1.77
O -1.85 2.92 1.04
O -3.35 1.81 2.68
C -3.22 4.50 2.43
H -5.26 5.10 3.18
H -4.72 5.80 1.60
H -6.33 4.16 0.90
H -5.96 3.03 2.23
H -4.05 3.75 -0.10
H -4.81 2.08 0.35
H -2.50 5.19 1.94
H -2.93 4.39 3.47
C 3.99 2.65 -6.62
C 2.97 3.41 -7.56
C 1.53 3.11 -7.25
S 1.58 1.80 -5.96
O 0.59 0.75 -6.21
O 1.69 2.39 -4.67
C 3.34 1.28 -6.40
H 4.10 3.19 -5.69
H 4.98 2.55 -7.13
H 3.20 3.07 -8.59
H 3.07 4.53 -7.69
H 0.97 2.65 -8.05
H 0.93 3.96 -6.81
H 3.18 0.76 -7.34
H 3.76 0.74 -5.58
C -2.83 -0.96 0.79
C -2.89 -1.56 -0.62
C -4.37 -1.33 -1.06
S -5.36 -1.20 0.40
O -6.29 -2.30 0.42
O -5.83 0.18 0.58
C -4.03 -1.53 1.56
H -2.82 0.11 0.65
H -1.88 -1.25 1.21
H -2.52 -2.57 -0.59
H -2.36 -0.91 -1.36
H -4.81 -2.15 -1.66
H -4.55 -0.45 -1.66
H -3.96 -2.59 1.70
H -4.11 -1.04 2.56
C 1.30 7.19 -0.18
C 1.39 5.68 -0.42
C 0.07 5.12 -0.14
S -1.13 6.25 -0.75
O -2.19 6.52 0.18
O -1.49 5.75 -2.07
C 0.01 7.60 -0.92
H 2.13 7.78 -0.56
H 1.21 7.34 0.87
H 2.18 5.29 0.26
H 1.70 5.46 -1.51
H -0.12 4.93 0.92
H -0.04 4.12 -0.61
H -0.47 8.54 -0.55
H 0.07 7.70 -2.04
C -1.58 -1.51 5.07
C -0.60 -1.34 6.20
C 0.72 -1.84 5.62
S 0.34 -3.21 4.57
O 0.58 -4.48 5.21
O 0.90 -3.10 3.26
C -1.38 -2.89 4.53
H -1.33 -0.72 4.33
H -2.63 -1.43 5.37
H -0.82 -1.85 7.17
H -0.55 -0.27 6.39
H 1.46 -2.10 6.39
H 1.00 -1.07 4.91
H -1.75 -3.57 5.27
H -1.80 -3.09 3.54
C -4.02 -7.47 0.63
C -5.34 -6.66 0.71
C -4.94 -5.22 0.76
S -3.50 -5.16 1.81
O -3.96 -4.89 3.12
O -2.50 -4.34 1.21
C -3.13 -6.89 1.68
H -3.60 -7.32 -0.37
H -4.17 -8.52 0.76
H -6.00 -6.93 1.62
H -5.97 -6.95 -0.20
H -5.66 -4.49 1.11
H -4.58 -4.95 -0.24
H -3.23 -7.32 2.71
H -2.06 -6.95 1.36
O 1.46 1.35 -0.11
C 0.63 0.88 -0.84
O 0.36 -0.42 -0.86
C 1.22 -1.26 -0.02
C 0.92 -2.72 -0.33
C -0.07 1.62 -1.88
H 0.87 -0.96 0.93
H 2.31 -1.04 -0.08
H 1.42 -3.38 0.35
H 1.36 -3.05 -1.35
H -0.17 -2.81 -0.38
H 0.68 2.18 -2.46
H -0.70 2.32 -1.37
H -0.64 0.99 -2.54
*
```

---

Listing total energy for the structures above in their given order: -446.4003, -11630.6325, -7752.6080 Ha.